Formula: C38H40CdMgN11O9
Source: the OMol25 dataset
Level of theory: ωB97M-V/def2-TZVPD

Output
F_max   0.15068 hartree/bohr
HOMO energy   -10.23 eV
E_tot   -3118.7579 hartree
Energy relative to the best compared isomer or geometry (same formula, charge and spin)   135.9 kcal/mol

ORCA input file:
```
! RIJCOSX wB97M-V def2-TZVPD def2/J DEFGRID3
* xyz 1 1
Mg 7.113 -24.207 -23.820
Cd 7.588 -18.421 -21.768
N 7.693 -21.117 -23.817
O 7.182 -22.256 -23.661
O 7.585 -20.197 -23.009
O 8.278 -20.859 -24.834
N 4.335 -24.514 -25.463
O 3.730 -23.891 -26.350
O 3.812 -25.564 -25.101
O 5.295 -24.132 -24.812
N 10.005 -24.680 -22.404
O 9.010 -24.312 -22.989
O 11.042 -24.880 -23.010
O 9.916 -24.898 -21.182
N 2.857 -19.050 -24.374
C 3.818 -19.543 -25.213
C 4.196 -20.798 -24.758
C 3.435 -21.097 -23.658
C 2.569 -20.019 -23.396
H 2.370 -18.174 -24.498
H 4.194 -19.068 -26.108
H 5.043 -21.345 -25.146
H 3.362 -22.031 -23.120
H 1.787 -19.855 -22.669
N 9.077 -19.591 -27.536
C 8.402 -18.426 -27.705
C 9.308 -17.473 -28.040
C 10.568 -18.099 -28.064
C 10.340 -19.379 -27.863
H 8.598 -20.449 -27.303
H 7.329 -18.398 -27.581
H 9.160 -16.458 -28.377
H 11.518 -17.745 -28.436
H 11.035 -20.200 -27.771
N 8.218 -19.801 -20.243
C 7.845 -19.681 -18.965
C 7.964 -20.610 -17.969
C 8.774 -21.704 -18.247
C 9.352 -21.932 -19.503
C 9.004 -20.903 -20.444
H 7.227 -18.819 -18.759
H 7.413 -20.321 -17.087
H 8.930 -22.399 -17.435
H 9.812 -22.868 -19.782
H 9.472 -21.011 -21.411
N 9.521 -18.271 -22.395
C 9.955 -18.418 -23.729
C 11.274 -18.748 -24.151
C 12.294 -18.681 -23.209
C 11.954 -18.552 -21.827
C 10.613 -18.362 -21.539
H 9.264 -18.190 -24.527
H 11.570 -18.774 -25.189
H 13.286 -18.973 -23.523
H 12.660 -18.745 -21.033
H 10.457 -18.167 -20.488
N 8.173 -23.910 -25.646
C 9.506 -24.285 -25.948
C 10.172 -24.040 -27.138
C 9.556 -23.295 -28.123
C 8.299 -22.791 -27.894
C 7.710 -23.130 -26.692
H 9.993 -24.854 -25.170
H 11.069 -24.610 -27.330
H 10.134 -22.826 -28.906
H 7.736 -22.136 -28.543
H 6.697 -22.815 -26.486
N 6.028 -24.313 -21.993
C 4.700 -24.733 -21.818
C 3.983 -24.510 -20.648
C 4.562 -23.883 -19.569
C 5.927 -23.630 -19.666
C 6.592 -23.855 -20.828
H 4.308 -25.196 -22.712
H 2.953 -24.833 -20.660
H 3.902 -23.626 -18.754
H 6.423 -23.130 -18.847
H 7.652 -23.696 -20.700
N 7.027 -17.298 -23.435
C 7.145 -15.948 -23.218
C 6.571 -14.989 -24.117
C 6.066 -15.408 -25.375
C 6.150 -16.767 -25.638
C 6.508 -17.654 -24.691
H 7.580 -15.445 -22.367
H 6.416 -13.950 -23.866
H 5.604 -14.816 -26.151
H 5.638 -17.064 -26.541
H 6.479 -18.715 -24.893
N 5.582 -18.444 -21.275
C 4.721 -17.306 -21.184
C 3.290 -17.360 -20.819
C 2.718 -18.568 -20.499
C 3.558 -19.703 -20.579
C 4.855 -19.671 -21.041
H 5.003 -16.298 -21.447
H 2.703 -16.468 -20.981
H 1.698 -18.647 -20.153
H 3.180 -20.697 -20.391
H 5.389 -20.600 -21.175
*
```

=====

Formula: C38H40Ge2O3PRuS4
Source: the OMol25 dataset
Level of theory: ωB97M-V/def2-TZVPD

Output
F_max   0.07985 hartree/bohr
HOMO energy (alpha / beta)   -10.05 / -10.01 eV
E_tot   -7880.2791 hartree

ORCA input file:
```
! RIJCOSX wB97M-V def2-TZVPD def2/J DEFGRID3
* xyz 1 1
Ru 0.311 -0.203 0.148
O 5.345 -0.664 4.844
C 4.507 -0.464 4.029
S 4.836 -0.235 2.292
C 3.173 -0.131 1.775
C 2.217 -0.178 2.757
S 0.536 -0.050 2.493
S 2.771 -0.364 4.400
S 2.849 -0.035 0.103
C 1.824 4.570 1.274
C 2.014 3.065 1.206
Ge 0.830 2.158 -0.173
C 1.687 2.289 -2.017
C 2.414 3.599 -2.253
C -0.706 3.423 -0.296
C -1.959 3.033 -0.233
Ge -1.914 0.900 -0.155
C -2.435 0.716 -2.198
C -3.736 1.339 -2.636
C -2.454 0.753 1.879
C -3.922 0.829 2.210
C -3.158 3.842 -0.250
C -4.427 3.273 -0.184
C -5.560 4.062 -0.221
C -5.445 5.440 -0.316
C -4.187 6.018 -0.379
C -3.052 5.236 -0.343
H 2.518 4.991 1.996
H 0.815 4.818 1.598
H 2.013 5.035 0.309
H 1.805 2.633 2.187
H 3.045 2.825 0.948
H 0.902 2.159 -2.764
H 2.390 1.460 -2.114
H 1.724 4.437 -2.217
H 2.891 3.586 -3.232
H 3.183 3.751 -1.501
H -0.396 4.453 -0.411
H -2.442 -0.353 -2.393
H -1.588 1.175 -2.713
H -4.576 0.944 -2.071
H -3.894 1.090 -3.686
H -3.718 2.421 -2.541
H -1.889 1.558 2.353
H -2.047 -0.213 2.187
H -4.298 1.843 2.107
H -4.058 0.516 3.246
H -4.498 0.157 1.577
H -4.500 2.197 -0.116
H -6.534 3.602 -0.182
H -6.327 6.059 -0.337
H -4.087 7.090 -0.458
H -2.081 5.700 -0.398
O -2.715 -1.376 -0.044
C -1.773 -2.034 -0.497
O -0.836 -1.525 -1.206
C -1.560 -3.481 -0.234
C -2.534 -4.466 -0.251
C -2.160 -5.783 -0.032
C -0.839 -6.102 0.243
C 0.132 -5.115 0.282
C -0.219 -3.799 0.017
P 1.021 -2.460 0.001
C 1.756 -2.512 -1.661
C 2.409 -3.648 -2.124
C 2.919 -3.666 -3.412
C 2.763 -2.567 -4.242
C 2.123 -1.429 -3.778
C 1.628 -1.401 -2.492
C 2.215 -3.082 1.226
C 3.590 -3.170 1.040
C 4.402 -3.562 2.092
C 3.851 -3.858 3.329
C 2.481 -3.763 3.522
C 1.665 -3.371 2.478
H -3.559 -4.207 -0.477
H -2.900 -6.565 -0.080
H -0.555 -7.126 0.429
H 1.153 -5.368 0.520
H 2.522 -4.509 -1.478
H 3.435 -4.545 -3.770
H 3.133 -2.596 -5.255
H 2.005 -0.568 -4.416
H 1.114 -0.503 -2.138
H 4.029 -2.928 0.080
H 5.468 -3.632 1.948
H 4.485 -4.165 4.146
H 2.047 -3.996 4.483
H 0.593 -3.279 2.626
*
```

=====

Formula: C38H40N5O2PS2SbV
Source: the OMol25 dataset
Level of theory: ωB97M-V/def2-TZVPD

Output
F_max   0.03944 hartree/bohr
HOMO energy (alpha / beta)   -5.55 / -6.24 eV
E_tot   -4218.3258 hartree
<S²>   2.069
Energy relative to the best compared isomer or geometry (same formula, charge and spin)   0.0 kcal/mol

ORCA input file:
```
! RIJCOSX wB97M-V def2-TZVPD def2/J DEFGRID3
* xyz 0 3
V 0.155 -0.397 -1.213
C 2.711 -1.068 -2.457
N 2.024 -1.430 -1.179
C 1.919 -2.904 -0.957
C 0.600 -3.387 -1.499
N -0.263 -2.463 -1.889
C -1.364 -3.195 -2.398
C -2.550 -2.787 -3.035
C -3.500 -3.746 -3.412
C -3.253 -5.109 -3.233
C -2.054 -5.560 -2.647
C -1.124 -4.583 -2.305
N 0.159 -4.656 -1.684
C 1.968 -0.008 -3.197
N 0.650 0.068 -3.235
C 0.351 1.201 -4.087
C -0.841 1.562 -4.750
C -0.810 2.603 -5.687
C 0.369 3.347 -5.848
C 1.576 2.980 -5.228
C 1.552 1.879 -4.359
N 2.551 1.060 -3.822
H 2.802 -1.974 -3.074
H 3.717 -0.689 -2.195
H 2.615 -1.082 -0.413
H 1.947 -3.189 0.092
H 2.745 -3.467 -1.447
H -2.783 -1.737 -3.167
H -4.457 -3.493 -3.863
H -3.997 -5.829 -3.544
H -1.878 -6.600 -2.468
H 0.712 -5.489 -1.479
H -1.726 1.004 -4.543
H -1.663 2.866 -6.297
H 0.360 4.151 -6.561
H 2.484 3.498 -5.469
H 3.551 1.198 -3.910
C 0.125 4.572 2.228
C 0.065 5.106 0.793
O -0.645 4.172 -0.042
P 0.121 3.521 -1.340
S 0.785 1.788 -0.309
S -1.879 -0.181 -0.927
O -1.143 3.227 -2.317
C -2.442 3.909 -2.356
C -3.460 2.851 -2.725
H 0.709 5.275 2.846
H 0.610 3.575 2.250
H -0.884 4.476 2.673
H 1.103 5.309 0.453
H -0.510 6.045 0.737
H -2.383 4.689 -3.122
H -2.609 4.390 -1.382
H -2.952 2.134 -3.372
H -4.326 3.281 -3.273
H -3.835 2.283 -1.842
C 4.173 1.696 3.338
C 2.933 2.148 3.713
C 1.770 1.401 3.472
C 1.874 0.188 2.790
C 3.133 -0.255 2.395
C 4.282 0.463 2.734
Sb 0.215 -0.868 1.827
C 0.599 -2.619 3.121
C -0.512 -3.244 3.654
C -0.426 -4.323 4.542
C 0.827 -4.846 4.848
C 1.954 -4.250 4.282
C 1.854 -3.130 3.451
C -1.257 0.048 3.156
C -2.282 0.830 2.641
C -3.208 1.500 3.488
C -3.056 1.382 4.865
C -2.046 0.597 5.385
C -1.138 -0.045 4.537
H 5.038 2.303 3.508
H 2.830 3.099 4.195
H 0.826 1.776 3.874
H 3.246 -1.221 1.904
H 5.265 0.028 2.549
H -1.510 -2.855 3.452
H -1.340 -4.712 4.972
H 0.979 -5.704 5.513
H 2.935 -4.617 4.513
H 2.767 -2.677 3.121
H -2.397 0.983 1.579
H -4.009 2.126 3.087
H -3.700 1.961 5.521
H -1.954 0.472 6.461
H -0.371 -0.629 4.997
*
```